Entry from OMol25: a cluster of 10 separate species, C87H186N10O11 in total in a non-equilibrium geometry (the ωB97M-V functional and the def2-TZVPD basis).

## Properties
**HOMO**: -7.9 eV
**E_LUMO**: 0.230 eV

```
! wB97M-V def2-TZVPD RIJCOSX def2/J DEFGRID3
* xyz 0 1
C -3.313 -12.345 5.825
C -2.888 -10.967 5.326
C -1.870 -10.520 6.343
C -0.949 -9.378 5.902
C -0.292 -9.638 4.523
C -1.286 -10.052 3.379
N -2.216 -11.050 4.012
O -2.893 -11.802 3.048
C -1.900 -8.680 2.995
C -0.269 -10.705 2.376
C -4.016 -9.929 5.195
H -3.998 -12.311 6.672
H -2.530 -13.011 6.187
H -3.782 -12.780 4.943
H -2.358 -10.137 7.240
H -1.226 -11.376 6.542
H -0.248 -9.149 6.706
H -1.550 -8.501 6.142
H 0.512 -10.351 4.707
H 0.428 -8.874 4.229
H -2.865 -8.916 2.546
H -1.955 -8.038 3.874
H -1.397 -8.100 2.222
H -0.802 -11.409 1.737
H 0.333 -10.001 1.800
H 0.478 -11.400 2.759
H -4.698 -9.946 4.345
H -3.654 -8.902 5.241
H -4.671 -9.958 6.066
H -2.264 -12.494 2.832
C -1.318 0.172 -3.205
C -0.679 -0.408 -1.896
C 0.053 -1.735 -2.317
C 1.149 -2.224 -1.433
C 2.172 -1.069 -1.122
C 1.498 0.219 -0.523
N 0.409 0.545 -1.443
O 0.047 1.863 -1.275
C 0.936 -0.079 0.833
C 2.666 1.241 -0.507
C -1.753 -0.741 -0.813
H -1.372 1.260 -3.238
H -2.335 -0.218 -3.222
H -0.855 -0.090 -4.156
H -0.702 -2.513 -2.434
H 0.318 -1.748 -3.375
H 1.699 -3.022 -1.933
H 0.610 -2.588 -0.558
H 2.675 -0.609 -1.972
H 2.781 -1.503 -0.329
H 0.122 0.631 0.981
H 0.549 -1.085 0.994
H 1.665 0.151 1.611
H 3.632 0.920 -0.117
H 2.815 1.634 -1.512
H 2.325 2.222 -0.177
H -1.215 -1.287 -0.038
H -2.489 -1.479 -1.133
H -2.162 0.119 -0.283
H 0.402 2.247 -2.080
C -7.342 -3.603 2.717
C -8.704 -2.808 2.685
C -9.714 -3.756 1.957
C -10.429 -4.837 2.686
C -11.012 -4.268 4.044
C -9.932 -3.478 4.821
N -9.119 -2.522 4.032
O -8.231 -1.750 4.680
C -10.823 -2.740 5.901
C -9.038 -4.504 5.663
C -8.675 -1.481 1.946
H -7.481 -4.565 3.211
H -6.480 -3.047 3.085
H -7.092 -3.757 1.667
H -10.534 -3.234 1.462
H -9.238 -4.325 1.158
H -9.887 -5.690 3.094
H -11.133 -5.276 1.980
H -11.469 -5.096 4.585
H -11.819 -3.562 3.851
H -10.064 -2.416 6.613
H -11.380 -1.863 5.573
H -11.604 -3.370 6.329
H -8.502 -5.106 4.930
H -8.339 -3.937 6.278
H -9.566 -5.293 6.200
H -7.890 -0.834 2.337
H -9.615 -0.929 1.969
H -8.396 -1.656 0.907
H -8.565 -0.853 4.608
C 2.395 2.125 9.846
C 3.840 1.583 9.435
C 4.471 2.791 8.794
C 5.933 2.706 8.445
C 6.649 2.461 9.839
C 6.176 1.203 10.655
N 4.698 1.242 10.616
O 4.074 0.414 11.576
C 6.904 -0.087 10.116
C 6.688 1.532 12.129
C 3.672 0.373 8.469
H 1.955 2.398 8.887
H 2.602 2.831 10.650
H 1.756 1.344 10.256
H 3.818 3.195 8.020
H 4.394 3.648 9.462
H 6.283 3.683 8.110
H 6.042 2.064 7.571
H 6.511 3.360 10.439
H 7.683 2.416 9.496
H 7.903 -0.117 10.550
H 6.401 -1.005 10.420
H 6.828 -0.073 9.029
H 7.742 1.795 12.218
H 6.065 2.297 12.592
H 6.500 0.571 12.608
H 4.640 0.117 8.038
H 2.894 0.338 7.706
H 3.573 -0.492 9.124
H 3.888 1.023 12.293
C 6.478 -8.767 4.600
C 7.391 -7.580 4.274
C 8.798 -8.046 4.203
C 9.176 -8.706 2.902
C 8.873 -7.890 1.705
C 7.430 -7.268 1.687
N 7.079 -6.831 3.055
O 5.733 -6.376 3.108
C 7.477 -5.923 0.851
C 6.556 -8.433 1.166
C 7.409 -6.656 5.561
H 5.433 -8.464 4.658
H 6.697 -9.170 5.589
H 6.647 -9.518 3.827
H 9.458 -7.192 4.361
H 8.970 -8.722 5.041
H 8.822 -9.737 2.900
H 10.220 -8.949 2.705
H 8.943 -8.629 0.908
H 9.697 -7.189 1.571
H 8.038 -6.003 -0.080
H 6.464 -5.606 0.601
H 7.929 -5.134 1.452
H 6.816 -9.325 1.737
H 5.570 -8.114 1.506
H 6.653 -8.564 0.089
H 6.447 -6.320 5.947
H 8.088 -5.810 5.462
H 7.866 -7.162 6.411
H 5.776 -5.427 3.247
C -9.503 8.668 -7.670
C -8.189 9.319 -7.042
C -8.618 10.081 -5.650
C -7.346 10.378 -4.667
C -6.474 9.218 -4.496
C -6.089 8.433 -5.791
N -7.233 8.269 -6.707
O -7.015 7.304 -7.734
C -4.894 9.223 -6.441
C -5.650 7.116 -5.157
C -7.661 10.424 -7.986
H -10.371 9.307 -7.833
H -9.951 7.818 -7.156
H -9.342 8.190 -8.636
H -8.893 11.083 -5.978
H -9.477 9.500 -5.313
H -7.729 10.735 -3.711
H -6.679 11.178 -4.986
H -6.978 8.519 -3.827
H -5.523 9.482 -4.034
H -4.999 10.291 -6.251
H -3.940 8.949 -5.992
H -4.614 8.989 -7.469
H -6.379 6.459 -4.682
H -5.246 6.462 -5.930
H -4.794 7.203 -4.488
H -8.443 11.150 -8.213
H -7.344 10.096 -8.976
H -6.813 11.021 -7.651
H -7.498 6.545 -7.401
C -3.101 9.800 3.498
C -1.865 8.696 3.275
C -1.187 8.423 4.629
C -2.032 7.603 5.703
C -2.588 6.360 5.049
C -3.324 6.510 3.681
N -2.389 7.339 2.796
O -2.738 7.342 1.446
C -3.772 5.153 3.091
C -4.647 7.235 3.906
C -0.700 9.355 2.441
H -3.849 9.836 2.706
H -2.526 10.723 3.434
H -3.544 9.729 4.492
H -0.231 7.901 4.571
H -0.779 9.341 5.053
H -2.846 8.275 5.977
H -1.540 7.258 6.612
H -3.141 5.770 5.779
H -1.780 5.680 4.779
H -4.422 4.601 3.770
H -4.214 5.253 2.100
H -2.917 4.480 3.020
H -4.627 8.007 4.675
H -4.899 7.765 2.988
H -5.416 6.498 4.139
H -0.858 9.560 1.382
H 0.197 8.736 2.473
H -0.320 10.304 2.818
H -2.330 6.510 1.194
C -7.803 -0.066 -6.853
C -8.170 -1.536 -7.221
C -7.638 -1.761 -8.693
C -7.609 -3.286 -9.009
C -6.944 -4.037 -7.915
C -7.491 -3.821 -6.459
N -7.627 -2.388 -6.199
O -8.169 -2.109 -5.008
C -8.687 -4.670 -6.254
C -6.384 -4.238 -5.499
C -9.749 -1.566 -7.288
H -6.751 0.069 -6.602
H -8.270 0.258 -5.923
H -7.980 0.616 -7.684
H -8.349 -1.280 -9.365
H -6.649 -1.304 -8.702
H -7.073 -3.235 -9.957
H -8.535 -3.839 -9.169
H -5.882 -3.817 -8.023
H -7.016 -5.085 -8.206
H -8.364 -5.678 -5.991
H -9.349 -4.369 -5.442
H -9.312 -4.851 -7.128
H -5.603 -3.483 -5.591
H -6.618 -4.376 -4.443
H -5.959 -5.225 -5.681
H -10.096 -1.187 -6.327
H -10.164 -2.530 -7.582
H -10.258 -0.953 -8.031
H -7.365 -1.897 -4.528
C 12.722 -0.965 -8.519
C 11.790 -0.241 -7.424
C 11.133 0.896 -8.132
C 10.135 1.586 -7.118
C 9.023 0.604 -6.824
C 9.483 -0.764 -6.260
N 10.704 -1.176 -6.970
O 11.331 -2.316 -6.442
C 9.691 -0.616 -4.730
C 8.453 -1.921 -6.439
C 12.657 0.207 -6.204
H 12.262 -1.520 -9.337
H 13.421 -1.711 -8.142
H 13.235 -0.144 -9.020
H 11.797 1.674 -8.509
H 10.720 0.644 -9.108
H 9.749 2.535 -7.490
H 10.628 1.744 -6.158
H 8.282 0.600 -7.623
H 8.358 1.198 -6.197
H 9.672 0.332 -4.193
H 9.007 -1.318 -4.255
H 10.651 -0.975 -4.359
H 8.926 -2.871 -6.189
H 7.534 -1.859 -5.855
H 8.060 -1.944 -7.456
H 13.172 -0.637 -5.745
H 12.060 0.597 -5.379
H 13.322 1.043 -6.423
H 11.133 -2.965 -7.121
C 10.136 8.803 -4.338
O 9.318 8.746 -5.545
C 7.946 9.447 -5.656
C 6.959 8.952 -4.510
N 6.638 7.481 -4.586
C 5.792 7.042 -3.415
C 4.285 7.514 -3.348
O 3.327 6.719 -3.996
C 3.296 6.773 -5.435
H 11.089 9.029 -4.817
H 10.273 7.856 -3.816
H 9.848 9.524 -3.573
H 7.422 9.337 -6.606
H 8.068 10.524 -5.539
H 5.995 9.446 -4.636
H 7.315 9.272 -3.531
H 7.454 6.960 -4.874
H 6.302 7.176 -2.461
H 5.846 5.985 -3.675
H 4.133 8.552 -3.643
H 4.013 7.399 -2.299
H 3.355 7.784 -5.840
H 2.480 6.129 -5.763
H 4.196 6.251 -5.759
*
```

***

Entry from OMol25: a structure of composition C45H45BrDyN3O4P2S3 in a non-equilibrium geometry (the ωB97M-V functional and the def2-TZVPD basis).

## Properties
**HOMO (alpha / beta)**: -7.1 / -7.1 eV
**E_LUMO (alpha / beta)**: -1.140 / -1.140 eV

```
! wB97M-V def2-TZVPD RIJCOSX def2/J DEFGRID3
* xyz 0 6
Dy 1.449 1.498 0.007
C 2.398 2.202 2.319
C 2.270 3.553 1.903
C 3.434 3.912 1.201
C 4.307 2.830 1.203
C 3.704 1.772 1.908
H 1.859 1.780 3.160
H 1.462 4.222 2.168
H 3.621 4.881 0.770
H 5.305 2.808 0.795
H 4.226 0.910 2.297
Br 4.458 5.255 -6.443
C 4.058 4.103 -4.984
C 4.019 4.619 -3.698
C 3.773 3.778 -2.631
C 3.591 2.412 -2.849
C 3.636 1.909 -4.152
C 3.848 2.756 -5.222
N 3.441 1.541 -1.761
C 4.272 0.560 -1.722
C 4.271 -0.424 -0.676
C 5.319 -1.355 -0.626
C 5.367 -2.274 0.396
C 4.359 -2.231 1.358
C 3.354 -1.293 1.229
N 3.284 -0.391 0.250
H 4.197 5.671 -3.535
H 3.732 4.156 -1.623
H 3.475 0.853 -4.327
H 3.868 2.370 -6.230
H 5.073 0.476 -2.464
H 6.074 -1.331 -1.398
H 6.158 -3.005 0.453
H 4.360 -2.918 2.188
H 2.556 -1.257 1.960
C -5.559 -2.718 -1.377
S -5.752 -3.886 -0.006
C -4.015 -4.241 0.417
C -3.281 -3.062 1.058
C -2.307 -2.424 0.064
N -1.650 -1.202 0.529
P -0.043 -1.278 1.214
C -0.179 -2.811 2.239
C 0.607 -3.915 1.938
C 0.506 -5.077 2.686
C -0.377 -5.142 3.750
C -1.151 -4.038 4.071
C -1.054 -2.880 3.322
C -0.190 -0.120 2.649
C 0.632 -0.339 3.758
C 0.650 0.559 4.810
C -0.168 1.679 4.784
C -1.009 1.888 3.704
C -1.012 1.003 2.638
P -1.513 0.210 -0.541
C -3.013 1.135 -0.044
C -3.206 2.401 -0.590
C -4.259 3.190 -0.166
C -5.137 2.726 0.799
C -4.956 1.464 1.340
C -3.897 0.677 0.927
C -2.109 -0.420 -2.170
C -3.140 0.173 -2.888
C -3.395 -0.212 -4.194
C -2.638 -1.202 -4.796
C -1.644 -1.839 -4.071
C -1.382 -1.445 -2.773
H -6.550 -2.571 -1.790
H -4.905 -3.145 -2.130
H -5.169 -1.771 -1.020
H -3.516 -4.584 -0.491
H -4.082 -5.078 1.111
H -2.738 -3.418 1.931
H -4.012 -2.331 1.401
H -2.868 -2.170 -0.837
H -1.567 -3.185 -0.206
H 1.309 -3.853 1.116
H 1.115 -5.934 2.438
H -0.455 -6.046 4.336
H -1.836 -4.083 4.905
H -1.653 -2.017 3.575
H 1.266 -1.216 3.802
H 1.316 0.394 5.645
H -0.143 2.386 5.601
H -1.665 2.746 3.679
H -1.686 1.177 1.816
H -2.511 2.779 -1.325
H -4.386 4.176 -0.583
H -5.955 3.347 1.133
H -5.632 1.093 2.096
H -3.731 -0.285 1.389
H -3.740 0.949 -2.438
H -4.186 0.274 -4.747
H -2.824 -1.483 -5.823
H -1.073 -2.640 -4.522
H -0.620 -1.957 -2.200
O 1.200 -0.331 -1.735
H 1.488 -1.052 -2.311
H 0.665 0.286 -2.307
O -0.726 4.615 -1.275
S 0.014 3.405 -1.088
O 1.484 3.539 -0.981
O -0.356 2.635 0.155
S -0.209 2.146 -2.620
*
```

***

Entry from OMol25: the molecule C5H7NO in a non-equilibrium geometry (the ωB97M-V functional and the def2-TZVPD basis).

## Properties
**HOMO**: -9.1 eV
**E_LUMO**: 1.174 eV

```
! wB97M-V def2-TZVPD RIJCOSX def2/J DEFGRID3
* xyz 0 1
O -0.349 -1.366 0.605
C -0.450 -0.055 0.918
C 0.328 0.714 1.881
N 0.786 0.727 0.504
C 0.428 -1.178 -0.848
C -0.452 -0.080 -1.437
C -0.508 0.843 -0.214
H 0.009 1.669 2.286
H 0.930 0.084 2.537
H 0.306 -2.210 -1.071
H 1.500 -0.872 -0.942
H -1.431 -0.513 -1.660
H -0.068 0.441 -2.323
H -1.029 1.796 -0.235
*
```

***

Entry from OMol25: a structure of composition C23H34N2O10P2S in a non-equilibrium geometry (the ωB97M-V functional and the def2-TZVPD basis).

## Properties
**HOMO**: -8.6 eV
**E_LUMO**: -2.829 eV

```
! wB97M-V def2-TZVPD RIJCOSX def2/J DEFGRID3
* xyz 0 1
O -2.156 1.083 3.312
C -1.041 1.087 2.815
O -0.270 -0.066 2.953
C -0.569 2.407 2.120
C 0.471 2.219 0.939
C 0.317 0.895 0.123
C 1.536 0.118 -0.135
C 1.579 -1.210 -0.869
C 2.980 -1.905 -1.049
C 3.134 -3.263 -0.259
C 3.369 -3.119 1.285
C 3.526 -4.387 2.068
C 3.711 -4.371 3.537
C 3.749 -3.094 4.277
C 3.634 -1.822 3.523
C 3.450 -1.860 2.040
C 0.334 -1.754 -1.400
C -0.932 -0.966 -1.167
N -2.227 -1.257 -1.576
S -3.255 -0.026 -1.097
N -2.221 1.006 -0.271
C -0.996 0.373 -0.412
H -0.887 -0.792 2.712
H -1.452 2.979 1.730
H -0.056 3.032 2.917
H 0.492 3.108 0.235
H 1.504 2.196 1.410
H 2.500 0.541 0.241
H 3.050 -2.169 -2.152
H 3.792 -1.154 -0.856
H 3.943 -3.939 -0.670
H 2.163 -3.832 -0.387
H 3.507 -5.385 1.544
H 3.795 -5.350 4.070
H 3.869 -3.141 5.395
H 3.667 -0.878 4.117
H 3.376 -0.877 1.520
H 0.310 -2.726 -1.950
C -3.564 4.486 3.412
O -2.954 5.676 2.884
P -3.627 7.162 3.414
O -3.814 7.663 2.001
O -2.168 7.617 4.010
C -1.716 6.950 5.186
O -4.383 8.491 4.160
C -4.153 9.778 3.605
H -3.653 3.751 2.611
H -2.930 4.076 4.201
H -4.558 4.689 3.818
H -1.014 6.163 4.907
H -2.547 6.512 5.746
H -1.206 7.673 5.822
H -4.789 9.930 2.732
H -3.104 9.914 3.338
H -4.422 10.519 4.360
C -1.559 -5.606 -4.329
O -0.458 -4.735 -4.632
P 0.540 -5.221 -5.947
O 1.771 -5.093 -5.074
O 0.230 -3.806 -6.715
C -1.061 -3.660 -7.305
O 1.412 -5.800 -7.291
C 2.690 -5.234 -7.545
H -1.640 -5.706 -3.247
H -2.482 -5.167 -4.715
H -1.422 -6.597 -4.767
H -1.701 -3.083 -6.634
H -1.525 -4.630 -7.504
H -0.954 -3.121 -8.245
H 3.437 -5.684 -6.892
H 2.677 -4.151 -7.416
H 2.955 -5.462 -8.579
*
```